An isolated molecule of C18H21N5O4S2. Source: OMol25; level of theory: ωB97M-V with the def2-TZVPD basis set.

Calculated values
HOMO-LUMO gap (Ha): 0.2905
Lowest unoccupied orbital energy (eV): 0.31
HOMO level (eV): -7.59
SMILES: COc1cc2nc(N3CCN(S(=O)(=O)c4cccs4)CC3)nc(N)c2cc1OC

```
50
C18H21N5O4S2 ωB97M-V with the def2-TZVPD basis set
C -5.324 0.506 -1.749
O -5.482 0.191 -0.355
C -4.335 -0.118 0.360
C -3.004 0.001 -0.141
C -1.907 -0.452 0.625
N -0.717 -0.338 0.058
C 0.341 -0.779 0.762
N 1.582 -0.790 0.136
C 1.707 -0.581 -1.347
C 2.953 -1.333 -1.914
N 4.218 -0.967 -1.193
S 5.265 -0.027 -2.153
O 5.489 -0.728 -3.441
O 6.522 0.212 -1.447
C 4.317 1.509 -2.287
C 3.408 1.926 -3.260
C 2.943 3.292 -3.045
C 3.563 3.897 -2.001
S 4.647 2.793 -1.145
C 4.086 -0.506 0.207
C 2.829 -1.043 0.914
N 0.245 -1.240 1.975
C -0.930 -1.317 2.532
N -0.887 -1.744 3.824
C -2.087 -0.902 1.926
C -3.390 -0.986 2.443
C -4.511 -0.585 1.704
O -5.738 -0.736 2.221
C -5.953 -0.102 3.509
H -5.081 1.553 -1.839
H -6.235 0.337 -2.326
H -4.517 -0.070 -2.210
H -2.794 0.392 -1.146
H 0.824 -0.971 -1.859
H 1.814 0.480 -1.590
H 2.801 -2.396 -1.727
H 3.046 -1.173 -2.975
H 3.126 1.293 -4.084
H 2.257 3.801 -3.715
H 3.409 4.926 -1.705
H 3.979 0.560 0.250
H 4.975 -0.733 0.799
H 2.731 -0.632 1.906
H 2.929 -2.137 1.038
H 0.086 -1.793 4.152
H -1.624 -1.377 4.417
H -3.547 -1.369 3.449
H -6.901 0.451 3.460
H -5.132 0.645 3.678
H -5.993 -0.838 4.306
```